1.
{
  "formula": "C5H6I2",
  "method": "ωB97M-V/def2-TZVPD",
  "homo_ha": -0.3303,
  "total_energy_ev": -21481.2463,
  "smiles": "C=C(I)C/C=C/I",
  "relative_energy_kj_mol": 77.4,
  "fmax_ev_per_a": 3.0,
  "species": ["C", "C", "I", "C", "C", "C", "I", "H", "H", "H", "H", "H", "H"],
  "xyz": [[-1.90095, 0.91022, 0.60526], [-1.14263, -0.00331, 0.03056], [-1.33812, -2.13448, 0.82758], [-0.12921, 0.02371, -1.08132], [1.26310, -0.18596, -0.63029], [1.64549, -0.36099, 0.61765], [3.74350, -0.13805, 1.12296], [-2.71850, 0.49898, 1.27398], [-2.15263, 1.87820, 0.23355], [-0.26198, 0.99117, -1.50467], [-0.22884, -0.89388, -1.73189], [2.07534, -0.15084, -1.36270], [1.14544, -0.43476, 1.59933]],
  "atomic_forces_ev_per_a": [[-2.254, -1.948, 0.462], [0.295, -1.927, 0.428], [-0.007, 1.479, -0.468], [-0.539, -1.976, 0.770], [1.229, 0.549, 0.794], [1.429, 0.446, 1.506], [-0.710, -0.367, -0.318], [1.357, 0.760, -0.386], [0.692, 0.765, -0.307], [0.148, 0.594, -1.181], [-0.867, 1.416, -0.055], [-0.518, 0.119, -0.061], [-0.255, 0.089, -1.184]],
  "lowdin_charge": [-0.06, -0.62, 0.70, -0.27, -0.30, -0.61, 0.69, 0.06, 0.06, 0.11, 0.12, 0.09, 0.01]
}

2.
{
  "formula": "C4H8N",
  "method": "ωB97M-V/def2-TZVPD",
  "homo_ha": -0.6052,
  "total_charge": 1,
  "total_energy_ev": -5755.2136,
  "relative_energy_kj_mol": 448.7,
  "fmax_ev_per_a": 5.1,
  "species": ["C", "C", "C", "C", "N", "H", "H", "H", "H", "H", "H", "H", "H"],
  "xyz": [[0.72568, -1.06525, -0.21633], [0.77343, 0.95643, 0.74483], [1.17422, 0.31388, -0.55381], [-1.57719, -0.01300, 0.05448], [-0.13668, 0.04786, 0.03847], [0.54162, -1.80082, -1.01018], [0.99577, -1.52404, 0.68009], [1.30925, 0.71415, 1.60670], [0.27186, 1.92079, 0.65748], [1.48723, 0.72216, -2.13665], [-1.90054, -0.55206, -0.93114], [-1.67069, -0.73124, 0.88617], [-1.99395, 1.01114, 0.17988]],
  "atomic_forces_ev_per_a": [[0.972, -0.576, -0.687], [-0.804, 0.998, -2.499], [0.495, 1.291, -4.937], [-0.744, -0.873, -1.735], [0.106, -0.318, 0.025], [-0.477, 0.790, 0.066], [1.089, -0.779, 1.363], [0.352, -0.703, 1.533], [0.822, 0.214, 0.308], [-0.997, -0.903, 4.888], [0.314, 1.250, 1.825], [-1.144, 0.659, -0.151], [0.016, -1.049, 0.002]],
  "lowdin_charge": [-0.04, 0.04, -0.04, 0.05, -0.25, 0.15, 0.11, 0.12, 0.14, 0.33, 0.15, 0.12, 0.12]
}